Run a
Below is a 3-piece molecular cluster, C3H10O2 overall, with properties calculated with ωB97M-V/def2-TZVPD.

Atoms and positions in Å:
1 C -0.12450 0.41537 -1.19302
2 C 0.15346 1.68281 -0.30309
3 C 1.34283 2.04484 0.03674
4 H -1.28009 0.06473 -0.93755
5 H -0.03862 0.45987 -2.23983
6 H 0.59922 -0.40499 -0.96041
7 H -0.74602 2.14640 0.04308
8 H 1.53051 2.89169 0.71486
9 H 2.25879 1.57014 -0.19888
10 H -0.70501 -0.26913 0.93880
11 H -0.57228 -0.88380 2.26486
12 O -1.22438 -0.94586 1.43123
13 H -0.49073 -3.22172 -0.56317
14 H -0.55171 -2.35729 0.67293
15 O -0.15150 -3.19309 0.29345

SMILES string	C=CC.O.O
HOMO-LUMO gap	0.4083	Eh

These are the natural (NBO) partial charges, in e, on atoms 1 to 2: -0.676 -0.205

---

Run b
Below is a 2-piece molecular cluster, C3H10O2 overall, with properties calculated with ωB97M-V/def2-TZVPD.

Atoms and positions in Å:
1 O 1.49807 0.32953 1.13011
2 C -1.53902 -1.23838 -0.59940
3 C 0.35973 -0.56283 0.95605
4 C -0.14260 -0.63155 -0.42402
5 H 1.23865 1.27454 1.12159
6 H -1.85186 -0.84035 -1.57935
7 H -2.23370 -0.86309 0.17079
8 H -1.60732 -2.33887 -0.62861
9 H -0.47594 -0.34258 1.64785
10 H 0.78731 -1.54196 1.24571
11 H 0.60646 -1.08883 -1.09874
12 H -0.27061 0.42466 -0.72978
13 O 1.14495 2.22892 -0.09267
14 H 0.60067 2.32481 -0.90680
15 H 1.88522 2.86598 -0.21275

SMILES string	CCCO.O
HOMO-LUMO gap	0.3603	Eh

These are the natural (NBO) partial charges, in e, on atoms 1 to 2: -0.753 -0.609

---

Run c
Below is a 2-piece molecular cluster, C3H10O2 overall, with properties calculated with ωB97M-V/def2-TZVPD.

Atoms and positions in Å:
1 C 0.84329 0.97589 0.20220
2 C 0.12197 -0.19685 -0.52389
3 C 0.76343 -1.48815 -0.02598
4 O 0.41765 -0.00299 -1.88528
5 H 1.91033 0.75187 0.25849
6 H 0.33580 1.23510 1.12884
7 H 0.84307 1.84651 -0.46454
8 H -0.95624 -0.02002 -0.38580
9 H 0.96825 -1.40468 1.04288
10 H 1.67256 -1.56775 -0.62044
11 H 0.12280 -2.34842 -0.25385
12 H -0.16129 -0.31854 -2.56157
13 H -2.79101 0.80090 0.77223
14 H -1.69266 1.19780 1.70820
15 O -2.39796 0.53934 1.60851

SMILES string	CC(C)O.O
HOMO-LUMO gap	0.4029	Eh

These are the natural (NBO) partial charges, in e, on atoms 1 to 2: -0.624 0.100

---

Stability summary - winner: run c; margin: 51.4 kJ/mol.

---

Run a
Below is a 2-piece molecular cluster, C4H10O2S overall, with properties calculated with ωB97M-V/def2-TZVPD.

Atoms and positions in Å:
1 O -0.72911 2.02949 3.02770
2 C -0.09436 1.23612 2.39579
3 C -0.59097 0.39059 1.21703
4 C -0.41016 1.04422 -0.15559
5 C -1.39855 0.41032 -1.15627
6 S -0.69785 -1.32886 -1.36227
7 H 0.95845 0.92381 2.62482
8 H -1.67519 0.25900 1.40879
9 H -0.25033 -0.62337 1.51293
10 H -0.74284 2.10063 0.06753
11 H 0.58136 1.01086 -0.57686
12 H -1.52551 1.11117 -1.98856
13 H -2.32868 0.21318 -0.62704
14 H 0.61527 -1.04749 -1.34404
15 H 3.25043 -2.46199 -2.25590
16 H 2.42724 -3.06928 -1.20548
17 O 2.61080 -2.19840 -1.58258

SMILES string	O=CCCCS.O
HOMO-LUMO gap	0.3476	Eh

These are the natural (NBO) partial charges, in e, on atoms 1 to 2: -0.513 0.463

---

Run b
Below is a 2-piece molecular cluster, C4H10O2S overall, with properties calculated with ωB97M-V/def2-TZVPD.

Atoms and positions in Å:
1 C 0.76251 -0.96803 -2.43823
2 C 0.07204 -0.26131 -1.22525
3 S -0.36127 1.47210 -1.42569
4 C -1.10170 1.77534 0.21722
5 H 1.01378 -2.02634 -2.26536
6 H 1.66090 -0.37464 -2.66200
7 H 0.10265 -0.91716 -3.31015
8 H 0.77197 -0.36126 -0.38669
9 H -0.89042 -0.75331 -1.00556
10 H -1.98363 1.13424 0.35647
11 H -0.35234 1.52895 0.98188
12 H -1.35856 2.84984 0.31281
13 O -0.78098 0.28495 3.20162
14 C 0.18008 -0.37306 2.89514
15 O 0.11300 -1.34457 1.94605
16 H 1.19139 -0.29006 3.33247
17 H 0.96060 -1.37569 1.47526

SMILES string	CCSC.O=CO
HOMO-LUMO gap	0.3272	Eh

These are the natural (NBO) partial charges, in e, on atoms 1 to 2: -0.612 -0.526

---

Stability summary - winner: run b; margin: 70.2 kJ/mol.

---

Run a
Below is one molecule with the formula C3H6N4O, with properties calculated with ωB97M-V/def2-TZVPD.

Atoms and positions in Å:
1 C -1.38575 0.78903 -0.13451
2 C 1.94697 1.05229 0.54210
3 C -0.19311 -1.25354 -0.01425
4 H -3.36437 0.69962 0.01378
5 H -1.47805 1.89003 -0.39171
6 H 1.31791 0.28220 -1.18766
7 H 2.93149 1.25898 0.16715
8 H -1.23329 -1.45946 0.40245
9 H 0.49009 -3.11880 -0.34473
10 N -2.44874 0.10648 0.10080
11 N -0.12659 0.21391 -0.18023
12 N 1.02704 0.89718 -0.50137
13 N 0.80744 -2.13343 -0.17677
14 O 1.70896 0.77553 1.70494

SMILES string	[H]/N=C/N(/C=N/[H])NC=O
HOMO-LUMO gap	0.3801	Eh

These are the natural (NBO) partial charges, in e, on atoms 1 to 2: 0.287 0.529

---

Run b
Below is a 4-piece molecular cluster, C3H6N4O overall, with properties calculated with ωB97M-V/def2-TZVPD.

Atoms and positions in Å:
1 C 2.54181 0.22688 -0.14834
2 C -0.08347 -0.22124 0.11725
3 C -2.41941 -0.38642 -0.18453
4 H -0.17013 1.99231 1.34538
5 H 2.88495 1.19763 -0.21516
6 H 2.89847 -1.83211 0.29662
7 H 0.29975 -1.22951 0.27548
8 H -1.98070 -1.42583 -1.09814
9 H -4.57614 -0.43457 -0.75238
10 N 1.15323 0.49414 0.31404
11 N 3.30284 -0.80585 0.00145
12 N -1.16339 0.41096 0.25937
13 N -3.53751 0.19482 0.15948
14 O 0.84970 1.81880 -0.37052

HOMO-LUMO gap	0.2477	Eh

These are the natural (NBO) partial charges, in e, on atoms 1 to 2: 0.267 0.277

---

Run c
Below is one molecule with the formula C3H6N4O, with properties calculated with ωB97M-V/def2-TZVPD.

Atoms and positions in Å:
1 C -0.47407 -1.37587 -0.90127
2 C -1.35460 0.75438 0.29687
3 C 0.91836 0.57710 2.41281
4 H 1.99352 -0.34630 -2.39012
5 H 1.41590 0.56526 -0.99337
6 H -0.62165 -2.36684 -0.42970
7 H -2.33270 1.16967 -0.10278
8 H 1.75491 -0.02449 3.05159
9 H 0.21304 1.24630 2.94893
10 N 1.15242 -0.01848 -1.92134
11 N 0.58829 -1.34665 -1.65433
12 N -0.51064 1.31006 0.97630
13 N 0.75729 0.63600 1.12320
14 O -1.35907 -0.50547 -0.32523

SMILES string	C=N/N=C\O/C=N\N
HOMO-LUMO gap	0.3380	Eh

These are the natural (NBO) partial charges, in e, on atoms 1 to 2: 0.345 0.411

---

Run d
Below is one molecule with the formula C3H6N4O, with properties calculated with ωB97M-V/def2-TZVPD.

Atoms and positions in Å:
1 C -1.91348 0.01549 0.03308
2 C 0.09887 -1.57520 -0.18944
3 C 1.69710 -0.17205 0.10126
4 H -2.07561 1.04267 -0.42638
5 H -2.66888 -0.74913 -0.52412
6 H -2.31997 -0.07820 1.00718
7 H -0.47744 -2.50179 -0.36878
8 H 3.00920 1.19271 0.18338
9 H 0.14964 2.35041 0.23386
10 N -0.48716 -0.43464 0.22805
11 N 1.37871 -1.57609 -0.24819
12 N 2.86764 0.21829 0.04074
13 N 0.50536 0.57568 0.45492
14 O 0.23601 1.69186 -0.52556

SMILES string	[H]/N=c1/ncn(C)n1O
HOMO-LUMO gap	0.3385	Eh

These are the natural (NBO) partial charges, in e, on atoms 1 to 2: -0.438 0.264

---

Stability summary - winner: run a; margin: 117.3 kJ/mol.

---

Run a
Below is one molecule with the formula C3H6N4O, with properties calculated with ωB97M-V/def2-TZVPD.

Atoms and positions in Å:
1 C 0.74407 -0.38873 1.71497
2 C 0.56604 0.84437 -0.05874
3 C -0.20096 -0.29124 -0.23007
4 N 1.21758 0.66288 1.15990
5 N -0.11437 -1.06674 0.87705
6 N 0.92510 1.89231 -0.87636
7 N -1.40886 -0.60596 -1.50408
8 O -0.66459 -2.24427 1.13184
9 H 1.04853 -0.50769 2.74479
10 H 0.19853 2.35706 -1.47564
11 H 1.48214 2.64976 -0.40111
12 H -0.79566 -1.28299 -1.89484
13 H -1.41262 0.30414 -2.07029
14 H -1.58493 -2.32291 0.88258

SMILES string	Nc1ncn(O)c1N
HOMO-LUMO gap	0.3037	Eh

These are the natural (NBO) partial charges, in e, on atoms 1 to 2: 0.133 0.200

---

Run b
Below is one molecule with the formula C3H6N4O, with properties calculated with ωB97M-V/def2-TZVPD.

Atoms and positions in Å:
1 C -0.77352 -0.98516 -0.32554
2 C 0.63502 -0.48898 -0.12150
3 C 0.77214 0.88091 -0.08259
4 H -2.69016 0.06333 -0.21562
5 H -1.81715 -0.22751 1.35626
6 H -0.94017 -2.02084 0.00057
7 H -1.03265 -1.14097 -1.30149
8 H 2.44572 1.72223 0.41561
9 H -1.09984 1.19165 0.24186
10 N -1.74437 -0.05656 0.32725
11 N 1.68965 -1.18064 -0.05080
12 N 2.69122 -0.38584 0.03358
13 N 2.08067 0.88863 0.07412
14 O -0.21657 1.73975 -0.35170

SMILES string	NCc1nn[nH]c1O
HOMO-LUMO gap	0.3222	Eh

These are the natural (NBO) partial charges, in e, on atoms 1 to 2: -0.234 -0.063

---

Run c
Below is one molecule with the formula C3H6N4O, with properties calculated with ωB97M-V/def2-TZVPD.

Atoms and positions in Å:
1 C -0.61191 -0.32690 0.06395
2 C -0.36060 1.14502 0.05877
3 C 0.95528 1.38845 -0.02656
4 H -3.32794 -0.56560 -0.93665
5 H -3.30046 0.05990 0.84757
6 H -1.36132 1.69451 0.40294
7 H 1.59087 2.16136 -0.04022
8 H 2.54664 -0.90387 1.07423
9 H 2.97818 -1.12118 -0.62225
10 N -2.86629 0.17482 -0.07336
11 N -1.73933 -0.85249 0.09205
12 N 1.50856 0.13599 -0.28872
13 N 2.71249 -0.45781 0.14912
14 O 0.45868 -0.94601 -0.05704

SMILES string	N/N=c1\ccn(N)o1
HOMO-LUMO gap	0.3328	Eh

These are the natural (NBO) partial charges, in e, on atoms 1 to 2: 0.472 -0.341

---

Run d
Below is one molecule with the formula C3H6N4O, with properties calculated with ωB97M-V/def2-TZVPD.

Atoms and positions in Å:
1 C 0.90698 -0.49190 1.71095
2 C -1.21915 -1.36171 -0.51520
3 C 0.34978 0.91725 -1.21585
4 H 1.66213 -1.17074 1.16925
5 H 1.00283 0.15936 2.68600
6 H -1.88796 -1.77519 -1.23756
7 H -0.71040 1.50843 0.48275
8 H 0.01708 0.33904 -2.11735
9 H 2.17063 1.56771 -1.31797
10 N -0.39921 -0.68832 1.47584
11 N -0.58223 -1.64807 0.49349
12 N -0.80367 0.94540 -0.48518
13 N 1.22820 1.66848 -0.73228
14 O -1.73501 0.03026 -0.39689

SMILES string	[H]/N=C/NO/C=N\N=C
HOMO-LUMO gap	0.3126	Eh

These are the natural (NBO) partial charges, in e, on atoms 1 to 2: -0.110 0.304

---

Stability summary - winner: run b; margin: 92.1 kJ/mol.

---

Run a
Below is C3H6N4O as an isolated structure, with properties calculated with ωB97M-V/def2-TZVPD.

Atoms and positions in Å:
1 C -1.92483 -0.37769 0.82212
2 C 1.76535 -0.60128 0.23952
3 C 0.34902 0.84925 -0.05202
4 H -1.88281 -1.36583 1.50222
5 H -1.61739 0.61168 1.42820
6 H -3.03938 0.00154 0.57685
7 H -2.00519 -0.97969 -0.94080
8 H 2.75419 -1.03252 0.40516
9 H -1.16147 1.48058 -0.42051
10 N -1.39630 -0.37226 -0.52482
11 N -0.20929 -0.35280 -0.92425
12 N 1.69874 0.64741 0.34230
13 N -0.14681 1.95840 -0.09000
14 O 0.77380 -1.38784 -0.02893

HOMO-LUMO gap	0.3793	Eh

These are the natural (NBO) partial charges, in e, on atoms 1 to 2: -0.513 0.421

---

Run b
Below is one molecule with the formula C3H6N4O, with properties calculated with ωB97M-V/def2-TZVPD.

Atoms and positions in Å:
1 C 1.41186 -0.13257 0.02758
2 C -0.54939 -0.79584 0.12318
3 C -0.60331 0.57992 -0.00576
4 H 3.13104 -0.92470 -0.15308
5 H 3.16448 0.79195 -0.25786
6 H -1.66312 -2.50564 -0.15882
7 H -2.40974 -0.87518 -0.53850
8 H -1.31999 2.32926 -0.56984
9 H -1.83766 1.86462 1.06645
10 N 2.72374 -0.00631 0.14642
11 N 0.70054 -1.24753 0.10700
12 N -1.77567 -1.53308 0.10259
13 N -1.70095 1.47675 0.06947
14 O 0.72817 0.97835 0.04117

SMILES string	Nc1nc(N)c(N)o1
HOMO-LUMO gap	0.2895	Eh

These are the natural (NBO) partial charges, in e, on atoms 1 to 2: 0.656 0.266

---

Stability summary - winner: run b; margin: 468.6 kJ/mol.

---

Run a
Below is one molecule with the formula C3H6N4O, with properties calculated with ωB97M-V/def2-TZVPD.

Atoms and positions in Å:
1 C 1.40094 -0.11401 -0.02842
2 C 0.68805 -1.19698 -0.04814
3 C -0.60194 0.69355 -0.16164
4 H 2.59942 1.20383 0.40323
5 H 3.16291 -0.33545 0.77535
6 H 0.76766 -2.20859 -0.02627
7 H -2.08715 -0.96813 0.91229
8 H -2.16573 2.41127 -0.19034
9 H -2.80093 0.61618 0.08716
10 N 2.75860 0.18328 0.03052
11 N -0.70442 -0.66946 -0.16919
12 N -1.81874 1.33132 0.18838
13 N 0.62366 1.04788 -0.14735
14 O -1.80152 -1.28320 0.01891

SMILES string	Nc1cn(O)c(N)n1
HOMO-LUMO gap	0.3070	Eh

These are the natural (NBO) partial charges, in e, on atoms 1 to 2: 0.270 -0.214

---

Run b
Below is one molecule with the formula C3H6N4O, with properties calculated with ωB97M-V/def2-TZVPD.

Atoms and positions in Å:
1 C 2.63177 -0.13188 0.30503
2 C 0.75327 -1.43055 0.15068
3 C -1.00285 -0.21615 0.00827
4 H 3.13992 0.28660 1.29559
5 H 3.22612 -1.08054 -0.11368
6 H 3.21256 0.48116 -0.53596
7 H 1.32151 -2.28029 0.49360
8 H -2.58631 2.23431 0.48643
9 H 0.04017 1.34688 -0.52696
10 N 1.26566 -0.21587 -0.08440
11 N -0.59709 -1.51005 -0.06992
12 N -2.06045 0.44734 -0.24296
13 N 0.16816 0.59033 0.07172
14 O -1.76014 1.81264 -0.20050

SMILES string	Cn1cn/c(=N/O)[nH]1
HOMO-LUMO gap	0.3125	Eh

These are the natural (NBO) partial charges, in e, on atoms 1 to 2: -0.469 0.280

---

Run c
Below is one molecule with the formula C3H6N4O, with properties calculated with ωB97M-V/def2-TZVPD.

Atoms and positions in Å:
1 C -0.60375 -1.18326 0.06596
2 C -1.47296 -0.10120 -0.04609
3 C 0.58926 0.81605 -0.06311
4 H 2.33628 -1.02251 0.76406
5 H 2.43610 -0.62720 -0.64662
6 H -0.64734 -2.32305 0.07779
7 H -3.21541 -0.76876 -0.17394
8 H -1.37964 1.81079 0.13039
9 H 1.34110 2.49905 0.05731
10 N 1.89100 -1.26549 -0.13178
11 N 0.63533 -0.55873 0.05092
12 N -0.76539 1.05705 0.04614
13 N 1.66169 1.55523 -0.04684
14 O -2.80629 0.11201 -0.08419

SMILES string	[H]/N=c1\[nH]c(O)cn1N
HOMO-LUMO gap	0.2804	Eh

These are the natural (NBO) partial charges, in e, on atoms 1 to 2: -0.218 0.411

---

Run d
Below is C3H6N4O as an isolated structure, with properties calculated with ωB97M-V/def2-TZVPD.

Atoms and positions in Å:
1 C 0.51555 1.53543 0.05427
2 C -0.78392 1.60352 0.10909
3 C -1.17132 0.20141 -0.37925
4 H 0.73038 -2.43820 -0.21063
5 H -0.73632 -1.51743 0.85292
6 H 2.18364 -0.24019 0.97413
7 H 0.93014 2.44819 -0.06224
8 H -1.38149 2.45767 0.34259
9 H -2.02443 -1.68907 -0.38592
10 N 0.29718 -1.46259 0.36564
11 N 0.15908 -0.47487 -0.57876
12 N 1.12299 0.41977 -0.54788
13 N -2.16704 -0.57059 -0.27734
14 O 2.32557 -0.27305 -0.25664

HOMO-LUMO gap	0.2930	Eh

These are the natural (NBO) partial charges, in e, on atoms 1 to 2: -0.044 -0.313

---

Stability summary - winner: run c; margin: 195.5 kJ/mol.